ORCA calculation (the ωB97M-V functional and the def2-TZVPD basis) on 5 unconnected molecules or ions with the total composition C66H147O2P4 at a distorted geometry.

Last column: Mulliken charge in e.
Atoms and positions in Å:
C  8.16  2.52  3.01  -1.3215
C  7.44  3.83  3.19  -0.5119
C  7.84  4.92  2.17  -0.7752
C  7.41  6.37  2.63  -1.2310
P  8.00  7.77  1.62  1.3832
C  9.75  7.86  1.89  -0.8788
C  10.62  8.83  1.12  -0.6646
C  10.81  10.25  1.68  -0.2629
C  11.81  11.19  1.10  -1.3817
C  7.26  9.29  2.17  -0.9466
C  5.73  9.13  2.42  -0.6993
C  5.29  10.60  2.88  -0.6339
C  5.20  11.53  1.66  -1.1959
C  7.36  7.69  -0.06  -1.3962
C  7.73  8.84  -1.13  -0.3621
C  6.47  9.24  -1.96  -0.6931
C  6.63  10.35  -2.99  -1.3628
H  7.95  1.83  3.82  0.3750
H  9.23  2.68  2.88  0.3298
H  7.86  1.96  2.13  0.3344
H  7.47  4.21  4.21  0.4682
H  6.38  3.59  3.15  0.3591
H  7.30  4.62  1.27  0.2977
H  8.90  5.13  1.97  0.4518
H  7.67  6.48  3.68  0.6418
H  6.33  6.32  2.53  0.5627
H  10.05  7.03  1.24  0.3481
H  10.01  7.69  2.94  0.4347
H  10.18  8.98  0.14  -0.0298
H  11.59  8.38  0.89  0.5801
H  11.08  10.15  2.73  0.4387
H  9.84  10.74  1.60  0.1003
H  11.44  11.14  0.07  0.3297
H  12.85  10.91  1.25  0.3489
H  11.57  12.15  1.54  0.3635
H  7.44  10.05  1.41  0.0511
H  7.79  9.59  3.07  0.7599
H  5.47  8.47  3.25  0.3670
H  5.08  8.82  1.60  0.4228
H  6.09  10.91  3.55  0.3432
H  4.32  10.60  3.37  0.3753
H  4.61  11.21  0.80  0.2896
H  6.10  12.00  1.26  0.3084
H  4.67  12.48  1.78  0.4218
H  6.28  7.76  0.08  0.6875
H  7.56  6.69  -0.44  0.7218
H  8.58  8.42  -1.66  0.5002
H  7.99  9.77  -0.64  0.1753
H  5.60  9.38  -1.32  0.3383
H  6.17  8.35  -2.50  0.4065
H  7.45  10.03  -3.63  0.3120
H  6.88  11.26  -2.44  0.3130
H  5.78  10.69  -3.57  0.4059
C  0.12  -16.45  0.07  -1.2184
C  0.66  -15.82  1.41  -0.4585
C  -0.33  -14.66  1.71  -0.6654
C  0.09  -13.73  2.85  -1.2110
P  -1.10  -12.38  3.32  1.0672
C  -0.24  -10.71  3.10  -1.0590
C  -0.79  -9.38  3.86  -0.7799
C  -0.50  -7.97  3.35  -0.4421
C  -0.86  -7.70  1.93  -1.1929
C  -2.44  -12.40  2.13  -1.0392
C  -3.46  -11.21  2.25  -0.3382
C  -4.90  -11.60  2.05  -0.8303
C  -5.59  -12.01  3.22  -1.2276
C  -1.70  -12.71  5.08  -1.1588
C  -2.59  -13.99  5.40  0.1672
C  -2.70  -14.26  6.84  -0.5448
C  -3.24  -15.60  7.19  -1.3984
H  0.40  -15.79  -0.75  0.3135
H  -0.97  -16.34  0.05  0.3552
H  0.56  -17.44  -0.08  0.3730
H  1.71  -15.58  1.24  0.3607
H  0.53  -16.58  2.18  0.3728
H  -1.23  -15.07  2.15  0.3412
H  -0.48  -13.97  0.88  0.3153
H  0.95  -13.19  2.44  0.5879
H  0.29  -14.12  3.85  0.5503
H  -0.38  -10.53  2.04  0.4476
H  0.80  -10.88  3.38  0.5997
H  -0.49  -9.47  4.90  0.4801
H  -1.85  -9.39  4.11  0.3652
H  0.59  -7.91  3.26  0.2374
H  -1.03  -7.31  4.03  0.3389
H  -1.90  -7.94  1.73  0.2477
H  -0.29  -8.24  1.17  0.3260
H  -0.78  -6.63  1.75  0.3671
H  -2.97  -13.32  2.40  0.5950
H  -2.05  -12.37  1.11  0.4807
H  -3.28  -10.36  1.58  0.3822
H  -3.32  -10.56  3.12  0.1133
H  -4.96  -12.45  1.37  0.3424
H  -5.35  -10.85  1.39  0.4587
H  -6.66  -12.13  3.05  0.4286
H  -5.66  -11.13  3.86  0.3264
H  -5.23  -12.88  3.78  0.1701
H  -2.14  -11.82  5.54  0.5043
H  -0.71  -12.84  5.50  0.5738
H  -2.23  -14.87  4.86  0.3287
H  -3.59  -13.66  5.13  -0.1841
H  -3.20  -13.45  7.36  0.3841
H  -1.71  -14.23  7.30  0.3662
H  -3.14  -15.79  8.26  0.3944
H  -2.67  -16.38  6.69  0.3411
H  -4.29  -15.79  6.93  0.3448
C  -3.69  -3.14  -9.61  -1.0949
C  -2.94  -1.88  -10.00  -0.7534
C  -2.42  -0.99  -8.87  -0.2870
C  -1.32  -1.74  -8.07  -0.9253
P  -0.83  -1.00  -6.47  0.7849
C  -0.12  0.65  -6.83  -0.6246
C  -1.18  1.83  -6.77  -0.7486
C  -0.86  3.14  -7.38  -1.0372
C  -0.02  4.13  -6.48  -1.0509
C  -2.12  -0.79  -5.25  -0.9117
C  -2.96  -2.16  -4.93  -0.6992
C  -4.34  -1.94  -4.37  -0.6298
C  -5.21  -3.11  -3.94  -1.2871
C  0.56  -1.82  -5.67  -1.0805
C  1.11  -1.28  -4.30  -0.4290
C  2.40  -1.89  -3.72  -0.7419
C  2.32  -3.37  -3.29  -1.2396
H  -4.60  -2.88  -9.08  0.2876
H  -3.01  -3.71  -8.97  0.2530
H  -4.00  -3.81  -10.40  0.3776
H  -3.65  -1.25  -10.52  0.3987
H  -2.18  -2.09  -10.75  0.3817
H  -3.25  -0.72  -8.22  0.3362
H  -2.08  -0.08  -9.36  0.3102
H  -0.46  -1.79  -8.73  0.5947
H  -1.63  -2.74  -7.76  0.4046
H  0.32  0.66  -7.82  0.4685
H  0.63  0.77  -6.05  0.3485
H  -1.58  2.00  -5.77  0.3995
H  -2.13  1.58  -7.25  0.3810
H  -1.81  3.60  -7.62  0.4075
H  -0.38  3.06  -8.36  0.3781
H  0.58  4.84  -7.04  0.3434
H  0.61  3.34  -6.07  0.2793
H  -0.67  4.63  -5.75  0.2868
H  -2.73  -0.06  -5.79  0.6370
H  -1.69  -0.43  -4.32  0.7319
H  -2.32  -2.94  -4.51  0.4625
H  -3.15  -2.54  -5.94  0.1845
H  -4.85  -1.28  -5.08  0.3530
H  -4.23  -1.36  -3.45  0.3726
H  -5.89  -2.78  -3.16  0.3644
H  -4.62  -3.86  -3.41  0.3138
H  -5.61  -3.57  -4.85  0.3303
H  1.46  -1.78  -6.29  0.5058
H  0.30  -2.87  -5.59  0.5603
H  0.23  -1.37  -3.66  0.3269
H  1.43  -0.25  -4.47  0.1977
H  2.67  -1.29  -2.85  0.3950
H  3.24  -1.72  -4.40  0.3819
H  2.22  -4.08  -4.11  0.3061
H  1.44  -3.54  -2.68  0.3127
H  3.14  -3.71  -2.65  0.3812
C  -2.04  8.21  2.39  -1.2177
C  -3.56  8.07  2.11  -0.7209
C  -3.85  6.91  1.08  -0.5730
C  -3.48  5.47  1.60  -1.1488
P  -4.72  4.12  1.23  0.6761
C  -4.25  2.46  1.83  -1.1224
C  -3.59  2.47  3.28  -0.5051
C  -3.09  1.07  3.72  -0.4528
C  -2.64  1.00  5.15  -1.3913
C  -4.82  4.23  -0.57  -1.2458
C  -5.76  5.30  -1.28  -0.4924
C  -6.05  5.21  -2.77  -0.5275
C  -7.31  5.82  -3.17  -1.3554
C  -6.33  4.60  1.88  -0.5945
C  -6.49  4.70  3.46  -0.6891
C  -7.64  5.61  3.94  -0.8735
C  -7.84  7.02  3.37  -1.0059
H  -1.53  7.25  2.31  0.2747
H  -1.71  8.69  3.32  0.3805
H  -1.54  8.77  1.60  0.3189
H  -3.93  8.99  1.67  0.5668
H  -4.12  8.04  3.05  0.2210
H  -3.36  7.07  0.12  0.3867
H  -4.91  6.93  0.85  0.1862
H  -3.52  5.60  2.68  0.6975
H  -2.51  5.12  1.24  0.8150
H  -3.56  2.05  1.09  0.6511
H  -5.04  1.71  1.88  0.5278
H  -4.40  2.80  3.93  0.1208
H  -2.79  3.21  3.23  0.4287
H  -2.33  0.78  2.99  0.4308
H  -3.92  0.38  3.83  0.2995
H  -1.80  1.68  5.27  0.3466
H  -2.31  0.00  5.40  0.3992
H  -3.46  1.28  5.81  0.3286
H  -5.23  3.24  -0.81  0.4768
H  -3.78  4.29  -0.88  0.5955
H  -5.60  6.35  -1.02  0.2998
H  -6.76  5.26  -0.85  0.3035
H  -6.07  4.14  -2.99  0.3363
H  -5.22  5.51  -3.41  0.4360
H  -7.30  6.89  -2.95  0.3164
H  -8.15  5.25  -2.77  0.3765
H  -7.35  5.69  -4.25  0.4076
H  -6.85  3.70  1.56  0.5197
H  -6.69  5.42  1.27  0.3522
H  -5.58  5.07  3.94  0.4399
H  -6.52  3.74  3.97  0.4831
H  -7.33  6.03  4.89  0.2945
H  -8.60  5.21  4.26  0.4394
H  -8.50  7.70  3.91  0.4036
H  -8.30  6.91  2.39  0.2585
H  -6.87  7.52  3.31  0.1142
C  1.86  1.22  1.17  -0.7971
C  1.46  2.31  0.08  0.5036
O  2.25  3.19  -0.17  -0.6690
O  0.36  2.16  -0.47  -0.7378
H  1.58  0.23  0.81  0.2259
H  1.52  1.67  2.10  0.2020
H  2.93  1.21  1.37  0.2801

Its orbital gap is 6.25 eV. Its total charge is +3.

***

ORCA calculation (the ωB97M-V functional and the def2-TZVPD basis) on 17 unconnected molecules or ions with the total composition C66H148Cl18O24 at a distorted geometry.

Last column: Mulliken charge in e.
Atoms and positions in Å:
Cl  1.84  2.09  1.70  0.1723
C  2.45  3.75  1.68  -0.5476
C  3.80  3.84  2.30  -0.5844
Cl  5.06  2.93  1.43  -0.1653
H  1.75  4.38  2.22  0.3205
H  2.53  4.02  0.63  0.1293
H  3.83  3.46  3.29  0.1646
H  4.18  4.87  2.32  0.4777
Cl  -2.61  6.79  3.24  -0.2630
C  -3.06  5.53  2.13  0.6946
C  -3.09  4.13  2.75  0.1929
Cl  -1.47  3.56  3.39  0.1392
H  -2.43  5.69  1.27  -0.2950
H  -4.11  5.74  1.82  0.1714
H  -3.55  3.42  2.05  -0.4030
H  -3.75  4.12  3.63  -0.2713
Cl  3.32  -1.91  2.19  0.0082
C  3.81  -0.98  0.71  0.2350
C  4.47  -1.96  -0.20  2.8470
Cl  6.07  -2.49  0.44  -0.2405
H  4.42  -0.13  1.02  0.2799
H  2.86  -0.74  0.19  -0.7557
H  4.53  -1.46  -1.18  -1.9268
H  3.86  -2.84  -0.31  -0.4112
Cl  -6.36  -5.25  0.57  -0.1396
C  -5.51  -6.78  0.97  -0.1405
C  -5.26  -6.89  2.43  -0.7087
Cl  -4.05  -5.73  2.92  -0.0127
H  -4.48  -6.72  0.57  -0.0160
H  -6.05  -7.66  0.62  0.3704
H  -4.89  -7.92  2.66  0.3277
H  -6.13  -6.71  3.06  0.3224
Cl  0.40  -6.27  -1.53  -0.1646
C  -1.21  -5.52  -1.37  -0.4840
C  -1.19  -4.42  -0.30  -0.1053
Cl  -2.81  -3.69  -0.32  -0.0838
H  -1.90  -6.32  -1.04  0.2692
H  -1.57  -5.16  -2.32  0.4269
H  -0.44  -3.66  -0.44  -0.1759
H  -1.07  -4.90  0.64  0.2837
Cl  3.86  -4.01  5.33  -0.1587
C  5.34  -3.04  5.04  -0.2328
C  5.22  -1.56  5.34  0.2110
Cl  4.90  -1.30  7.12  -0.2140
H  5.51  -3.17  3.94  -0.0285
H  6.17  -3.44  5.61  0.4641
H  4.40  -1.04  4.88  -0.4046
H  6.16  -1.02  5.04  0.4147
Cl  -5.75  -0.82  9.03  -0.2189
C  -4.70  -1.58  7.78  0.2634
C  -3.24  -1.34  8.01  0.9064
Cl  -2.67  0.31  7.99  -0.1183
H  -4.94  -1.10  6.83  -0.4915
H  -5.00  -2.62  7.79  0.4354
H  -2.67  -1.86  7.23  -1.0862
H  -2.89  -1.80  8.93  0.5009
Cl  -5.21  0.92  -1.50  -0.0940
C  -4.80  -0.15  -0.20  1.9590
C  -5.53  -1.48  -0.22  -0.3866
Cl  -7.28  -1.33  -0.08  -0.2005
H  -4.92  0.30  0.80  -1.1190
H  -3.72  -0.39  -0.15  -0.5137
H  -5.23  -2.09  0.64  -0.0475
H  -5.31  -2.02  -1.16  0.4563
Cl  0.14  -1.10  0.32  0.2437
C  -0.39  -1.37  2.06  -0.1028
C  -1.00  -0.14  2.60  1.0763
Cl  -2.48  0.32  1.82  0.6394
H  0.53  -1.57  2.58  -0.5283
H  -1.06  -2.22  2.06  -0.0789
H  -0.26  0.65  2.51  -1.3371
H  -1.11  -0.27  3.66  0.1313
C  3.98  -5.66  1.16  -0.6103
O  4.31  -5.99  -0.19  -0.1603
C  5.63  -6.33  -0.32  -0.4130
C  6.03  -6.98  -1.64  -0.9247
O  6.34  -5.92  -2.60  -0.0459
C  6.74  -6.38  -3.86  -0.7909
C  8.25  -6.61  -3.94  -0.5745
O  8.66  -7.78  -3.27  -0.3185
C  10.08  -7.89  -3.38  -0.7717
H  2.88  -5.65  1.17  0.1676
H  4.32  -4.64  1.42  0.1104
H  4.39  -6.40  1.87  0.4595
H  5.97  -7.04  0.42  0.3980
H  6.25  -5.43  -0.25  0.1816
H  5.26  -7.65  -2.03  0.3914
H  6.93  -7.56  -1.55  0.4766
H  6.44  -5.58  -4.57  0.3650
H  6.31  -7.35  -4.14  0.4437
H  8.69  -5.73  -3.46  0.3321
H  8.57  -6.71  -5.01  0.4552
H  10.50  -7.69  -4.38  0.3100
H  10.31  -8.95  -3.17  0.2517
H  10.59  -7.23  -2.70  0.3179
C  1.91  4.13  5.45  -0.8246
O  2.21  2.80  5.14  -0.3003
C  1.15  1.89  5.45  0.1431
C  1.74  0.52  5.43  0.0335
O  0.64  -0.36  5.45  -0.0933
C  1.08  -1.70  5.64  0.0669
C  -0.14  -2.58  5.80  -0.4773
O  -0.84  -2.57  4.60  0.2691
C  -1.89  -3.52  4.72  -0.8516
H  2.71  4.75  5.12  0.3040
H  1.72  4.30  6.55  0.3350
H  1.08  4.43  4.83  0.2572
H  0.36  1.94  4.66  -0.4922
H  0.60  2.24  6.30  0.5781
H  2.35  0.37  6.34  0.2863
H  2.38  0.34  4.51  -0.2801
H  1.67  -1.67  6.57  0.5762
H  1.72  -2.04  4.82  -0.4272
H  -0.81  -2.20  6.63  -0.1310
H  0.11  -3.65  6.01  0.4052
H  -2.48  -3.38  5.61  0.1492
H  -1.39  -4.48  4.64  0.4562
H  -2.53  -3.40  3.86  -0.0583
C  2.26  -2.92  -9.45  -0.8110
O  2.29  -2.89  -8.02  -0.3177
C  2.95  -1.74  -7.51  -0.6453
C  2.87  -1.83  -6.02  0.1726
O  1.47  -1.72  -5.75  -0.4099
C  1.07  -1.56  -4.41  -0.4474
C  1.96  -2.35  -3.41  0.5639
O  2.08  -3.70  -3.65  -0.5980
C  3.10  -4.31  -2.87  0.1495
H  1.87  -3.89  -9.75  0.2484
H  3.28  -2.86  -9.86  0.3183
H  1.66  -2.10  -9.85  0.2878
H  2.50  -0.81  -7.92  0.1895
H  3.99  -1.77  -7.82  0.5241
H  3.37  -1.04  -5.50  -0.0267
H  3.34  -2.71  -5.57  0.0344
H  0.07  -1.90  -4.37  0.4903
H  1.11  -0.47  -4.14  -0.0040
H  1.53  -2.20  -2.42  0.3290
H  2.95  -1.88  -3.36  -0.1079
H  2.89  -4.34  -1.77  0.0328
H  3.99  -3.68  -3.02  -0.4009
H  3.29  -5.31  -3.22  0.3443
C  -6.23  3.23  0.85  -0.4770
O  -5.86  4.26  1.74  -0.1930
C  -6.87  4.66  2.61  -0.6587
C  -6.41  5.84  3.35  -0.4100
O  -6.30  6.92  2.40  -0.2005
C  -6.37  8.18  3.08  -0.5904
C  -6.25  9.37  2.12  -0.5956
O  -7.18  9.28  1.07  -0.3238
C  -6.87  10.21  0.07  -0.7610
H  -5.62  3.32  -0.06  0.0783
H  -7.26  3.38  0.52  0.4680
H  -6.05  2.29  1.36  -0.0853
H  -7.05  3.83  3.30  0.1850
H  -7.76  4.94  2.00  0.4559
H  -5.45  5.65  3.88  -0.0198
H  -7.10  6.19  4.16  0.7428
H  -5.61  8.31  3.86  0.3197
H  -7.32  8.15  3.61  0.3917
H  -5.32  9.48  1.57  0.3882
H  -6.38  10.26  2.75  0.3341
H  -6.81  11.22  0.52  0.2981
H  -7.68  10.21  -0.65  0.2644
H  -5.93  10.01  -0.46  0.3117
C  1.94  1.43  -1.85  -0.2718
O  3.14  0.67  -2.05  0.8559
C  4.17  1.23  -2.84  -0.3807
C  5.44  0.46  -2.64  -0.9838
O  5.34  -0.87  -3.12  0.2404
C  6.57  -1.57  -3.05  -0.4173
C  6.65  -2.51  -4.26  0.4952
O  6.78  -1.73  -5.43  -0.3541
C  8.10  -1.28  -5.59  -0.7971
H  1.33  0.79  -1.20  -0.6785
H  1.43  1.71  -2.78  0.1439
H  2.14  2.34  -1.27  0.0906
H  4.41  2.23  -2.48  0.1926
H  3.88  1.22  -3.88  0.2776
H  5.66  0.49  -1.55  0.3145
H  6.33  1.01  -3.08  0.3506
H  6.58  -2.16  -2.12  -0.3592
H  7.46  -0.92  -3.03  0.5160
H  5.77  -3.15  -4.34  -0.4486
H  7.51  -3.21  -4.17  0.2804
H  8.30  -0.59  -4.75  0.3295
H  8.07  -0.64  -6.47  0.3115
H  8.92  -2.03  -5.66  0.2718
C  -4.06  3.29  -3.98  -0.6407
O  -3.25  2.39  -4.69  -0.3413
C  -1.92  2.90  -4.86  0.4901
C  -1.07  1.85  -5.47  -0.4811
O  -1.15  1.81  -6.91  -0.4499
C  -0.39  0.80  -7.45  -0.1296
C  -1.08  -0.52  -7.55  -0.1464
O  -1.80  -0.57  -8.72  -0.4652
C  -2.59  -1.67  -8.63  -0.7218
H  -4.97  2.72  -3.77  0.2441
H  -4.26  4.21  -4.56  0.2880
H  -3.72  3.61  -2.98  0.1857
H  -1.46  3.20  -3.89  -0.6879
H  -2.05  3.74  -5.58  0.4554
H  -1.39  0.92  -5.02  0.2847
H  -0.01  2.01  -5.26  0.2940
H  0.56  0.74  -6.81  0.0897
H  -0.12  1.12  -8.48  0.2708
H  -1.63  -0.71  -6.64  0.3543
H  -0.27  -1.23  -7.70  0.2055
H  -3.19  -1.73  -9.52  0.3179
H  -3.23  -1.67  -7.71  0.2603
H  -1.96  -2.56  -8.63  0.2893
C  -6.65  -3.72  4.85  -0.8448
O  -5.71  -2.74  4.51  0.0940
C  -6.33  -1.65  3.82  -0.9387
C  -5.30  -0.57  3.62  1.0748
O  -5.13  0.10  4.86  -0.4896
C  -4.07  0.99  4.84  1.2421
C  -4.40  2.16  5.74  -1.1758
O  -5.40  2.98  5.19  0.0615
C  -5.96  3.75  6.23  -0.9657
H  -6.07  -4.46  5.40  0.2310
H  -7.13  -4.13  3.97  0.2657
H  -7.45  -3.36  5.54  0.2898
H  -7.28  -1.20  4.29  0.3091
H  -6.57  -2.09  2.82  0.1779
H  -5.63  0.18  2.90  -0.4688
H  -4.35  -1.06  3.37  -0.1080
H  -3.91  1.33  3.83  -0.2305
H  -3.23  0.46  5.31  -0.5019
H  -3.49  2.85  5.85  0.1482
H  -4.63  1.69  6.74  0.6751
H  -6.29  3.15  7.09  0.3730
H  -6.85  4.22  5.78  0.2299
H  -5.26  4.54  6.59  0.3292
C  3.82  6.54  -1.92  -0.5039
O  3.74  6.67  -3.32  -0.4440
C  3.14  5.63  -3.98  -0.3258
C  1.65  5.60  -3.90  -0.5270
O  1.28  4.97  -2.72  0.2240
C  -0.06  5.26  -2.43  -0.9756
C  -0.46  4.58  -1.17  0.4238
O  -0.74  3.18  -1.49  0.0552
C  -1.45  2.36  -0.60  0.1872
H  4.34  5.60  -1.67  0.2224
H  2.80  6.57  -1.54  0.1921
H  4.36  7.46  -1.56  0.2635
H  3.58  4.68  -3.74  -0.0129
H  3.44  5.62  -5.05  0.3846
H  1.24  5.17  -4.82  0.4012
H  1.28  6.66  -3.94  0.3433
H  -0.70  4.88  -3.25  0.2489
H  -0.33  6.34  -2.34  0.3629
H  -1.40  4.98  -0.78  0.0361
H  0.38  4.73  -0.47  -0.1679
H  -1.92  1.54  -1.18  0.1296
H  -2.33  2.92  -0.20  -0.0237
H  -0.78  1.98  0.20  -0.3084

Its orbital gap is 9.35 eV.

***

no.,HOMO energy (eV)
1,-10.2
2,-9.0